No. 1
{
  "formula": "C25H16BrF2MoN6O11",
  "method": "the ωB97M-V functional and the def2-TZVPD basis",
  "e_above_lowest_ev": 0.733,
  "e_tot_ha": -4960.0297,
  "gap_ev": [6.51, 6.66],
  "max_force_ev_per_a": 4.00,
  "homo_energy_ev": [-11.1566, -11.3379],
  "e_lumo_ev": [-4.65, -4.68],
  "spin_multiplicity": 3,
  "total_charge": 1,
  "s2": 2.017,
  "elements": ["Mo", "F", "C", "C", "C", "C", "C", "F", "C", "C", "C", "C", "C", "C", "N", "H", "H", "H", "H", "H", "H", "Br", "C", "C", "C", "C", "C", "N", "C", "O", "O", "H", "H", "H", "N", "C", "C", "O", "O", "H", "H", "H", "H", "H", "O", "N", "O", "C", "C", "C", "C", "O", "C", "C", "N", "O", "O", "N", "O", "O", "H", "H"],
  "coordinates": [[-0.054, -0.480, 0.383], [4.122, -3.268, 2.638], [3.220, -2.293, 2.776], [2.298, -2.088, 1.766], [1.390, -1.046, 1.854], [1.388, -0.244, 3.012], [2.323, -0.500, 4.014], [2.361, 0.262, 5.119], [3.261, -1.502, 3.907], [0.427, 0.854, 3.019], [0.104, 1.649, 4.119], [-0.835, 2.651, 3.990], [-1.430, 2.868, 2.751], [-1.070, 2.055, 1.706], [-0.176, 1.057, 1.820], [2.307, -2.767, 0.922], [4.007, -1.652, 4.675], [0.584, 1.476, 5.068], [-1.106, 3.265, 4.838], [-2.162, 3.649, 2.604], [-1.507, 2.195, 0.727], [3.112, 1.247, 0.540], [2.970, -0.198, -0.653], [4.078, -0.532, -1.409], [3.967, -1.546, -2.343], [2.753, -2.200, -2.484], [1.706, -1.820, -1.674], [1.795, -0.828, -0.764], [0.379, -2.526, -1.707], [0.098, -3.373, -2.516], [-0.417, -2.116, -0.748], [4.996, 0.018, -1.274], [4.816, -1.816, -2.956], [2.601, -2.997, -3.197], [-3.021, -3.048, 0.005], [-2.710, -3.327, 1.428], [-1.339, -2.729, 1.800], [-0.500, -3.430, 2.291], [-1.203, -1.421, 1.595], [-3.931, -3.408, -0.269], [-2.294, -3.450, -0.597], [-2.982, -2.019, -0.165], [-2.667, -4.398, 1.598], [-3.477, -2.881, 2.059], [-4.307, 3.817, -4.507], [-3.108, 3.999, -4.494], [-2.492, 4.787, -5.178], [-2.323, 3.183, -3.556], [-2.931, 2.184, -2.859], [-2.187, 1.409, -1.968], [-0.768, 1.572, -1.798], [-0.097, 0.837, -0.977], [-0.194, 2.589, -2.635], [-0.954, 3.395, -3.447], [1.248, 2.775, -2.777], [1.637, 3.859, -3.149], [1.949, 1.797, -2.636], [-2.870, 0.394, -1.310], [-3.915, -0.037, -1.726], [-2.400, -0.069, -0.238], [-3.990, 1.999, -2.975], [-0.479, 4.166, -4.038]],
  "atomic_forces_ev_per_a": [[1.1, -1.9, 1.2], [0.0, -0.1, 0.0], [-0.2, 0.2, 0.0], [-0.1, -0.2, -0.2], [0.3, 0.2, 0.4], [-0.1, -0.1, -0.1], [-0.1, -0.1, -0.2], [0.0, 0.0, 0.0], [0.1, 0.0, 0.1], [0.1, 0.0, 0.1], [0.0, 0.1, 0.0], [0.0, 0.0, -0.2], [0.0, 0.1, 0.1], [0.0, 0.0, -0.1], [-0.2, 0.9, 0.8], [0.1, 0.0, 0.0], [0.0, 0.0, 0.0], [0.0, 0.0, 0.0], [0.0, 0.0, 0.0], [0.0, 0.0, 0.0], [0.0, 0.0, 0.0], [0.0, 0.0, -0.2], [-0.4, 0.2, 0.0], [0.1, 0.0, -0.1], [0.0, 0.1, 0.1], [-0.1, 0.0, 0.0], [0.0, 0.0, 0.1], [0.8, 0.0, -0.3], [0.0, 0.0, -0.1], [0.1, 0.0, 0.0], [-0.4, -0.5, -0.4], [0.0, 0.0, 0.0], [0.0, 0.0, 0.0], [0.0, 0.0, 0.0], [0.2, 0.6, -0.3], [0.4, 0.2, 0.6], [0.3, 0.2, 0.3], [-0.2, -0.1, -0.1], [-1.6, -1.4, 0.8], [-0.1, 0.0, 0.0], [0.1, 0.1, -0.1], [-0.1, -0.3, 0.1], [0.0, 0.0, -0.1], [-0.1, 0.0, -0.1], [0.1, 0.0, 0.0], [-0.1, 0.1, 0.0], [-0.1, -0.1, 0.1], [0.2, -0.1, 0.0], [-0.3, -0.2, 0.1], [1.0, 1.1, -0.9], [-0.2, -0.3, 0.2], [0.0, 2.9, -2.7], [-0.5, -0.2, 0.2], [-0.1, -0.1, -0.1], [0.3, 0.0, -0.4], [0.0, 0.1, 0.3], [0.1, -0.3, 0.3], [-0.4, -1.1, 1.3], [-0.3, 0.1, -0.4], [0.1, -0.1, -0.2], [0.0, 0.0, 0.0], [0.0, 0.0, 0.0]]
}

---

No. 2
{
  "formula": "C25H16BrFeN",
  "method": "the ωB97M-V functional and the def2-TZVPD basis",
  "e_above_lowest_ev": 0.878,
  "e_tot_ha": -4854.4428,
  "gap_ev": [7.96, 5.99],
  "max_force_ev_per_a": 0.36,
  "homo_energy_ev": [-11.4661, -11.4978],
  "e_lumo_ev": [-3.51, -5.50],
  "spin_multiplicity": 6,
  "total_charge": 1,
  "s2": 8.765,
  "elements": ["Fe", "Br", "C", "C", "C", "C", "C", "C", "C", "C", "C", "C", "H", "H", "H", "H", "H", "H", "C", "C", "C", "C", "C", "C", "C", "C", "C", "C", "C", "C", "C", "C", "C", "N", "H", "H", "H", "H", "H", "H", "H", "H", "H", "H"],
  "coordinates": [[-0.211, 0.399, 0.008], [2.421, 0.501, 0.036], [2.573, 2.387, 0.022], [3.814, 2.942, 0.031], [3.909, 4.348, 0.020], [2.770, 5.099, 0.002], [1.488, 4.498, -0.006], [0.319, 5.294, -0.025], [-0.904, 4.701, -0.033], [-1.013, 3.294, -0.023], [0.072, 2.444, -0.005], [1.357, 3.085, 0.004], [4.703, 2.327, 0.045], [4.883, 4.816, 0.027], [2.829, 6.180, -0.006], [0.418, 6.372, -0.033], [-1.806, 5.298, -0.048], [-2.016, 2.911, -0.031], [-4.521, 0.241, 0.016], [-4.762, -1.118, 0.013], [-3.699, -2.001, 0.009], [-2.373, -1.557, 0.008], [-2.118, -0.169, 0.010], [-3.215, 0.698, 0.014], [-1.265, -2.545, 0.003], [-1.597, -3.923, 0.002], [-0.628, -4.866, -0.003], [0.718, -4.462, -0.006], [1.754, -5.421, -0.011], [3.062, -5.038, -0.015], [3.360, -3.666, -0.014], [2.365, -2.728, -0.009], [1.000, -3.075, -0.005], [-0.008, -2.112, 0.000], [-5.341, 0.947, 0.019], [-5.774, -1.499, 0.014], [-3.940, -3.050, 0.008], [-3.087, 1.764, 0.016], [-2.624, -4.236, 0.004], [-0.877, -5.920, -0.004], [1.480, -6.468, -0.012], [3.856, -5.772, -0.019], [4.392, -3.341, -0.016], [2.650, -1.701, -0.008]],
  "atomic_forces_ev_per_a": [[-0.2, 0.2, 0.0], [0.2, -0.1, 0.0], [-0.1, -0.1, 0.0], [0.0, 0.1, 0.0], [0.0, -0.1, 0.0], [0.0, 0.0, 0.0], [0.0, 0.0, 0.0], [0.0, 0.0, 0.0], [0.0, 0.0, 0.0], [-0.1, 0.1, 0.0], [0.3, 0.0, 0.0], [0.0, 0.2, 0.0], [0.0, 0.0, 0.0], [0.0, 0.0, 0.0], [0.0, 0.0, 0.0], [0.0, 0.0, 0.0], [0.0, 0.0, 0.0], [0.1, 0.0, 0.0], [0.0, 0.1, 0.0], [-0.1, 0.0, 0.0], [0.2, 0.0, 0.0], [-0.3, 0.1, 0.0], [0.0, -0.3, 0.0], [0.0, 0.0, 0.0], [0.1, 0.0, 0.0], [0.0, 0.0, 0.0], [0.0, 0.0, 0.0], [0.0, 0.0, 0.0], [0.0, 0.0, 0.0], [0.0, 0.0, 0.0], [0.0, 0.0, 0.0], [0.0, 0.1, 0.0], [-0.1, 0.1, 0.0], [0.1, -0.1, 0.0], [0.0, 0.0, 0.0], [0.0, 0.0, 0.0], [0.0, 0.0, 0.0], [0.0, -0.1, 0.0], [0.0, 0.0, 0.0], [0.0, 0.0, 0.0], [0.0, 0.0, 0.0], [0.0, 0.0, 0.0], [0.0, 0.0, 0.0], [0.1, 0.0, 0.0]]
}

---

No. 3
{
  "formula": "C25H16BrN3O6PbSe",
  "method": "the ωB97M-V functional and the def2-TZVPD basis",
  "e_above_lowest_ev": 0.000,
  "e_tot_ha": -6746.2146,
  "gap_ev": 6.11,
  "max_force_ev_per_a": 0.61,
  "homo_energy_ev": -8.6535,
  "e_lumo_ev": -2.54,
  "spin_multiplicity": 1,
  "total_charge": 0,
  "elements": ["Pb", "C", "C", "N", "C", "C", "C", "C", "C", "C", "C", "N", "C", "C", "C", "C", "C", "C", "C", "C", "N", "C", "H", "H", "H", "H", "H", "H", "H", "H", "H", "H", "H", "H", "O", "Se", "O", "O", "O", "Br", "C", "C", "C", "C", "C", "C", "C", "O", "O", "H", "H", "H", "H"],
  "coordinates": [[-0.222, -0.026, -0.716], [-3.494, -3.649, -0.380], [-2.398, -2.798, -0.935], [-1.692, -1.990, 0.057], [-1.733, -2.266, 1.296], [-2.674, -3.251, 1.856], [-3.601, -3.873, 0.924], [-2.681, -3.473, 3.179], [-1.753, -2.797, 4.061], [-0.843, -1.909, 3.630], [-0.742, -1.582, 2.219], [0.162, -0.883, 1.637], [1.307, -0.292, 2.188], [1.461, 0.222, 3.450], [2.710, 0.696, 3.900], [3.804, 0.661, 3.088], [3.665, 0.241, 1.743], [4.730, 0.285, 0.815], [4.508, -0.035, -0.492], [3.199, -0.368, -0.885], [2.198, -0.448, -0.042], [2.408, -0.185, 1.277], [-4.164, -4.091, -1.106], [-1.617, -3.459, -1.336], [-4.371, -4.520, 1.323], [-3.386, -4.180, 3.597], [-1.794, -3.025, 5.119], [-0.168, -1.465, 4.337], [0.607, 0.330, 4.100], [2.792, 1.082, 4.907], [4.775, 0.984, 3.442], [5.711, 0.594, 1.155], [5.298, -0.001, -1.228], [2.966, -0.550, -1.929], [-2.913, -2.005, -1.965], [-1.744, -1.457, -3.252], [-1.855, 0.144, -3.128], [-0.335, -2.005, -2.633], [-2.271, -2.155, -4.581], [3.929, 7.238, -0.994], [2.694, 5.940, -0.367], [3.153, 4.675, -0.038], [2.240, 3.725, 0.397], [0.891, 4.039, 0.523], [0.459, 5.318, 0.207], [1.356, 6.274, -0.252], [-0.103, 2.997, 0.990], [-1.102, 3.343, 1.598], [0.223, 1.782, 0.691], [4.204, 4.435, -0.129], [2.573, 2.724, 0.644], [-0.589, 5.563, 0.323], [1.019, 7.268, -0.512]],
  "atomic_forces_ev_per_a": [[0.1, 0.6, -0.2], [0.0, 0.1, 0.0], [-0.1, -0.1, -0.1], [0.1, -0.1, -0.1], [-0.1, 0.0, 0.0], [0.0, 0.0, 0.0], [0.0, 0.0, 0.0], [0.0, 0.0, 0.1], [0.0, 0.0, 0.0], [0.0, -0.1, 0.1], [0.1, 0.0, 0.0], [-0.2, 0.1, -0.1], [0.1, -0.1, 0.1], [-0.1, 0.0, 0.0], [0.1, 0.0, 0.0], [0.0, 0.0, 0.0], [0.0, 0.0, 0.0], [0.0, 0.0, 0.0], [0.0, 0.0, 0.0], [-0.1, 0.0, 0.0], [0.1, -0.2, 0.1], [0.0, 0.0, 0.0], [0.0, 0.0, 0.0], [0.1, 0.0, 0.0], [0.0, 0.0, 0.0], [0.0, 0.0, 0.0], [0.0, 0.0, 0.0], [0.1, 0.0, 0.0], [0.0, -0.1, 0.0], [0.0, 0.0, 0.0], [0.0, 0.0, 0.0], [0.0, 0.0, 0.0], [0.0, 0.0, 0.0], [0.0, 0.0, 0.0], [0.1, 0.2, 0.1], [-0.3, -0.3, 0.0], [0.0, 0.1, 0.1], [0.1, 0.1, 0.0], [0.0, 0.0, 0.0], [0.0, 0.0, 0.0], [0.0, 0.0, 0.0], [0.0, 0.0, 0.0], [0.0, 0.0, -0.1], [0.1, -0.1, 0.0], [0.0, 0.1, 0.0], [-0.1, 0.0, 0.0], [0.0, 0.0, 0.0], [-0.1, 0.0, 0.0], [0.0, -0.1, 0.0], [0.0, 0.0, 0.0], [0.0, 0.0, 0.0], [0.0, 0.0, 0.0], [0.0, 0.0, 0.0]]
}

---

No. 4
{
  "formula": "C25H17AsBrN2O2PdS2",
  "method": "the ωB97M-V functional and the def2-TZVPD basis",
  "e_above_lowest_ev": 0.172,
  "e_tot_ha": -6957.0340,
  "gap_ev": [6.49, 6.83],
  "max_force_ev_per_a": 0.50,
  "homo_energy_ev": [-4.0458, -4.9238],
  "e_lumo_ev": [2.45, 1.91],
  "spin_multiplicity": 3,
  "total_charge": -1,
  "s2": 2.012,
  "elements": ["Pd", "S", "C", "C", "C", "C", "C", "C", "As", "C", "C", "C", "C", "C", "C", "C", "C", "C", "C", "C", "C", "H", "H", "H", "H", "H", "H", "H", "H", "H", "H", "H", "H", "H", "H", "Br", "C", "C", "C", "C", "C", "N", "C", "O", "O", "H", "H", "H", "S", "C", "N"],
  "coordinates": [[0.329, -2.202, 1.025], [2.545, -2.302, 0.284], [3.209, -0.660, 0.321], [4.601, -0.519, 0.399], [5.193, 0.729, 0.462], [4.415, 1.882, 0.451], [3.037, 1.763, 0.360], [2.440, 0.510, 0.280], [0.528, 0.265, 0.147], [-0.162, 2.030, 0.547], [-0.596, 2.244, 1.853], [-1.092, 3.488, 2.225], [-1.161, 4.514, 1.294], [-0.736, 4.299, -0.011], [-0.237, 3.060, -0.387], [0.292, 0.190, -1.784], [-0.988, 0.381, -2.300], [-1.223, 0.257, -3.661], [-0.181, -0.074, -4.517], [1.093, -0.276, -4.006], [1.331, -0.142, -2.644], [5.209, -1.414, 0.429], [6.272, 0.802, 0.534], [4.876, 2.859, 0.517], [2.424, 2.657, 0.350], [-0.554, 1.441, 2.582], [-1.429, 3.646, 3.242], [-1.552, 5.481, 1.583], [-0.792, 5.100, -0.738], [0.093, 2.896, -1.406], [-1.812, 0.626, -1.639], [-2.223, 0.407, -4.050], [-0.365, -0.182, -5.579], [1.907, -0.546, -4.667], [2.325, -0.312, -2.250], [-1.757, -3.329, -1.550], [-2.650, -2.706, -0.021], [-4.030, -2.796, 0.068], [-4.632, -2.313, 1.219], [-3.857, -1.765, 2.226], [-2.483, -1.727, 2.053], [-1.909, -2.189, 0.941], [-1.553, -1.156, 3.125], [-2.087, -0.553, 4.053], [-0.311, -1.325, 2.922], [-4.601, -3.232, -0.738], [-5.709, -2.370, 1.326], [-4.267, -1.370, 3.144], [0.130, -4.609, 1.698], [1.041, -5.434, 0.536], [1.658, -6.024, -0.248]],
  "atomic_forces_ev_per_a": [[0.0, 0.3, 0.0], [0.3, 0.1, 0.0], [0.0, -0.1, 0.0], [0.0, 0.0, 0.0], [0.0, 0.0, 0.0], [0.0, 0.0, 0.0], [0.1, 0.0, -0.1], [-0.1, 0.0, 0.0], [0.2, -0.4, -0.2], [-0.1, 0.0, 0.1], [0.0, 0.1, 0.0], [0.0, 0.0, 0.0], [0.0, 0.0, 0.0], [0.0, 0.0, 0.0], [0.0, 0.1, 0.0], [-0.1, 0.1, 0.0], [0.0, 0.0, -0.1], [0.0, 0.0, 0.0], [0.0, 0.0, 0.0], [0.0, 0.0, 0.0], [0.0, 0.0, 0.0], [0.0, 0.0, 0.0], [0.0, 0.0, 0.0], [0.0, 0.0, 0.0], [0.0, 0.0, 0.0], [0.0, 0.0, 0.0], [0.0, 0.0, 0.0], [0.0, 0.0, 0.0], [0.0, 0.0, 0.0], [0.0, 0.0, 0.0], [0.0, 0.0, 0.0], [0.0, 0.0, 0.0], [0.0, 0.0, 0.0], [0.0, 0.0, 0.0], [0.0, 0.0, 0.0], [0.1, -0.1, -0.2], [-0.2, 0.1, 0.2], [0.0, 0.0, 0.0], [-0.1, 0.0, 0.0], [0.1, 0.0, 0.0], [-0.1, -0.1, 0.0], [0.0, -0.1, -0.1], [0.0, 0.2, -0.1], [0.0, -0.1, 0.0], [-0.1, -0.1, 0.1], [0.0, 0.0, 0.0], [0.0, 0.0, 0.0], [0.0, 0.0, 0.0], [0.2, -0.2, -0.2], [-0.2, 0.2, 0.3], [0.0, 0.0, 0.0]]
}